ORCA calculation (the ωB97M-V functional and the def2-TZVPD basis) on a single C5H6N2 molecule in a non-equilibrium geometry.

The geometry in ORCA input format:
```
! wB97M-V def2-TZVPD RIJCOSX def2/J DEFGRID3
* xyz 0 1
C -0.51991 0.59512 -1.01344
C -0.42810 -0.79967 -0.98836
C -0.58070 -1.20216 0.44026
C 0.47873 -0.30079 1.21863
N 0.99975 0.83415 1.03492
N 1.03876 1.82291 0.08663
C 0.42446 1.71111 -1.02912
H -1.23342 0.63445 -0.11059
H 0.31603 -1.43732 -1.60260
H -0.30681 -2.25196 0.68019
H -1.63042 -1.21925 0.87742
H 0.90389 -0.84199 2.19246
H 0.53774 2.45540 -1.78639
*
```

- energy above the lowest of the compared OMol25 structures with the same formula, charge and spin (kcal per mole) = 133.85
- SMILES = C1=CCC=NN=C1
- HOMO level (eV) = -8.617
- max |F| (eV/A) = 4.4

The computed Löwdin charges, all in e, follow: number 1, C, carries -0.081; number 2, C, carries -0.115; number 3, C, carries -0.229; number 4, C, carries -0.146; number 5, N, carries -0.012; number 6, N, carries 0.007; number 7, C, carries -0.129; number 8, H, carries 0.118; number 9, H, carries 0.126; number 10, H, carries 0.100; number 11, H, carries 0.129; number 12, H, carries 0.135; number 13, H, carries 0.097

---

ORCA calculation (the ωB97M-V functional and the def2-TZVPD basis) on a molecular structure, C44H31AsF2NPd.

The geometry in ORCA input format:
```
! wB97M-V def2-TZVPD RIJCOSX def2/J DEFGRID3
* xyz 1 1
Pd 0.38340 1.77420 -1.15168
F 5.16082 -0.54657 -0.66556
C 4.45664 0.58700 -0.77144
C 3.07630 0.50205 -0.84469
C 2.34339 1.66664 -0.95158
C 2.98977 2.91745 -1.01162
C 4.37759 2.92808 -0.92792
F 5.04294 4.09725 -0.97391
C 5.13798 1.78439 -0.80469
C 2.14434 4.10023 -1.18802
C 2.55530 5.43113 -1.19932
C 1.61419 6.43031 -1.36315
C 0.27470 6.10081 -1.50721
C -0.06648 4.76499 -1.48785
N 0.83887 3.79664 -1.34352
H 2.61810 -0.47775 -0.81622
H 6.21513 1.83235 -0.74569
H 3.59673 5.67675 -1.07450
H 1.92747 7.46577 -1.37369
H -0.48787 6.85534 -1.63338
H -1.09430 4.44322 -1.59399
C -4.74787 -3.46925 -0.62456
C -3.79929 -3.15167 -1.58792
C -2.92862 -2.09486 -1.37595
C -3.01829 -1.36035 -0.19751
C -3.96555 -1.67293 0.76996
C -4.83346 -2.73177 0.54840
As -1.81151 0.10211 0.01058
C -2.40275 1.60035 -1.03358
C -3.30274 2.55141 -0.54367
C -3.78212 3.53619 -1.38833
C -3.37090 3.58174 -2.72196
C -2.47873 2.64422 -3.21071
C -1.99590 1.64107 -2.37152
C -1.64116 0.55839 1.85135
C -1.40837 1.86591 2.26177
C -1.12486 2.11705 3.59609
C -1.06670 1.06861 4.50413
C -1.28220 -0.23710 4.08490
C -1.56922 -0.49861 2.75511
H -5.42225 -4.29914 -0.78787
H -3.73578 -3.72843 -2.50082
H -2.18326 -1.84518 -2.12261
H -4.03070 -1.10209 1.68821
H -5.57470 -2.98220 1.29522
H -3.64100 2.50986 0.48447
H -4.48715 4.26649 -1.01405
H -3.75888 4.34915 -3.37869
H -2.16698 2.67023 -4.24617
H -1.35302 0.86658 -2.77984
H -1.41985 2.68330 1.55022
H -0.94235 3.13146 3.92429
H -0.84248 1.26982 5.54326
H -1.21196 -1.05604 4.78810
H -1.71146 -1.52190 2.42587
C -0.05836 -0.15312 -0.64827
C 0.47806 -1.29849 -0.36559
C 1.08715 -2.38076 0.07067
C 1.29833 -3.56769 -0.79880
C 0.31431 -3.99304 -1.68666
C 0.54121 -5.06838 -2.53106
C 1.75863 -5.73306 -2.49798
C 2.74549 -5.31614 -1.61570
C 2.51755 -4.24332 -0.76824
C 1.52191 -2.39273 1.49979
C 1.88665 -1.21250 2.14650
C 2.23504 -1.22399 3.48754
C 2.21602 -2.41254 4.20498
C 1.84646 -3.59042 3.57070
C 1.50317 -3.58241 2.22683
H -0.64118 -3.48303 -1.69784
H -0.23541 -5.39397 -3.21101
H 1.93663 -6.57459 -3.15405
H 3.69931 -5.82620 -1.58853
H 3.29417 -3.91750 -0.08795
H 1.89689 -0.27984 1.59449
H 2.52688 -0.30104 3.97257
H 2.49365 -2.42259 5.25087
H 1.82851 -4.52116 4.12253
H 1.21594 -4.50423 1.73769
*
```

- energy above the lowest of the compared OMol25 structures with the same formula, charge and spin (kcal per mole) = 0.88
- HOMO level (eV) = -10.105
- max |F| (eV/A) = 0.2

The computed Löwdin charges, all in e, follow: number 1, Pd, carries 0.828; number 2, F, carries 0.089; number 3, C, carries -0.258; number 4, C, carries -0.028; number 5, C, carries -0.148; number 6, C, carries -0.122; number 7, C, carries -0.208; number 8, F, carries 0.077; number 9, C, carries 0.081; number 10, C, carries -0.190; number 11, C, carries 0.021; number 12, C, carries -0.032; number 13, C, carries -0.042; number 14, C, carries -0.102; number 15, N, carries -0.019; number 16, H, carries 0.091; number 17, H, carries 0.140; number 18, H, carries 0.113; number 19, H, carries 0.119; number 20, H, carries 0.112; number 21, H, carries 0.088; number 22, C, carries -0.055; number 23, C, carries -0.060; number 24, C, carries -0.107; number 25, C, carries -0.310; number 26, C, carries -0.091; number 27, C, carries -0.058; number 28, As, carries 1.358; number 29, C, carries -0.346; number 30, C, carries -0.087; number 31, C, carries -0.059; number 32, C, carries -0.066; number 33, C, carries -0.064; number 34, C, carries -0.152; number 35, C, carries -0.318; number 36, C, carries -0.096; number 37, C, carries -0.060; number 38, C, carries -0.056; number 39, C, carries -0.059; number 40, C, carries -0.102; number 41, H, carries 0.114; number 42, H, carries 0.114; number 43, H, carries 0.102; number 44, H, carries 0.104; number 45, H, carries 0.114; number 46, H, carries 0.110; number 47, H, carries 0.117; number 48, H, carries 0.117; number 49, H, carries 0.120; number 50, H, carries 0.095; number 51, H, carries 0.093; number 52, H, carries 0.112; number 53, H, carries 0.114; number 54, H, carries 0.116; number 55, H, carries 0.111; number 56, C, carries -0.350; number 57, C, carries -0.121; number 58, C, carries -0.146; number 59, C, carries -0.186; number 60, C, carries -0.026; number 61, C, carries -0.073; number 62, C, carries -0.079; number 63, C, carries -0.066; number 64, C, carries -0.029; number 65, C, carries -0.177; number 66, C, carries -0.034; number 67, C, carries -0.077; number 68, C, carries -0.084; number 69, C, carries -0.070; number 70, C, carries -0.028; number 71, H, carries 0.085; number 72, H, carries 0.104; number 73, H, carries 0.106; number 74, H, carries 0.108; number 75, H, carries 0.123; number 76, H, carries 0.104; number 77, H, carries 0.107; number 78, H, carries 0.105; number 79, H, carries 0.107; number 80, H, carries 0.119

---

ORCA calculation (the ωB97M-V functional and the def2-TZVPD basis) on a single C7H8F2N2 molecule in a non-equilibrium geometry.

The geometry in ORCA input format:
```
! wB97M-V def2-TZVPD RIJCOSX def2/J DEFGRID3
* xyz 0 3
C 2.87792 0.12708 -0.30520
C 2.27643 -1.06607 0.06441
C 2.22304 1.32776 -0.39474
C 0.93028 -1.05198 0.13889
C 0.81482 1.29168 -0.28033
C 0.18597 0.09964 0.01691
C -1.31718 0.16669 -0.17491
N -3.46870 -0.51076 0.68959
N -2.01406 -0.61656 0.74238
F -1.82495 1.47949 -0.08591
F -1.59325 -0.08241 -1.56097
H 4.00165 0.23253 -0.34089
H 2.75574 -1.98268 0.31336
H 2.85574 2.16689 -0.36391
H 0.35346 -1.87385 0.23766
H 0.18987 2.12595 -0.11458
H -3.69041 0.41772 0.91429
H -3.71462 -0.62443 -0.33620
H -1.84176 -1.62671 0.84017
*
```

- energy above the lowest of the compared OMol25 structures with the same formula, charge and spin (kcal per mole) = 0.60
- HOMO level (alpha / beta) (eV) = -5.264 / -9.721
- max |F| (eV/A) = 6.5

The computed Löwdin charges, all in e, follow: number 1, C, carries -0.101; number 2, C, carries -0.063; number 3, C, carries -0.053; number 4, C, carries -0.040; number 5, C, carries -0.016; number 6, C, carries -0.124; number 7, C, carries -0.468; number 8, N, carries 0.033; number 9, N, carries -0.012; number 10, F, carries 0.037; number 11, F, carries 0.020; number 12, H, carries 0.123; number 13, H, carries 0.107; number 14, H, carries 0.092; number 15, H, carries 0.081; number 16, H, carries 0.101; number 17, H, carries 0.041; number 18, H, carries 0.101; number 19, H, carries 0.140

---

ORCA calculation (the ωB97M-V functional and the def2-TZVPD basis) on 10 unconnected molecules or ions with the total composition C36H42B5F32N6P2 in a non-equilibrium geometry.

The geometry in ORCA input format:
```
! wB97M-V def2-TZVPD RIJCOSX def2/J DEFGRID3
* xyz -1 1
C 0.51105 0.72227 6.91539
N 1.17820 0.11586 5.78282
C 0.92902 0.54355 4.55809
C 1.54554 -0.04094 3.44179
C 2.55621 -1.00124 3.66390
C 2.77110 -1.40620 4.97677
C 2.06465 -0.88525 5.97774
C 3.36270 -1.49541 2.54060
C 4.75739 -1.34663 2.70942
C 5.56915 -1.52337 1.63053
N 5.08011 -1.93243 0.43433
C 3.75590 -2.23556 0.28666
C 2.89593 -2.00462 1.35003
C 6.01130 -2.01873 -0.75548
H 1.30161 0.96814 7.62658
H -0.23681 0.09231 7.35180
H 0.01130 1.64127 6.56254
H 0.28273 1.47137 4.58269
H 1.37226 0.33105 2.42448
H 3.50720 -2.18638 5.10659
H 2.14792 -1.27788 6.95913
H 5.25359 -1.08046 3.65222
H 6.60638 -1.23838 1.66099
H 3.31323 -2.44545 -0.67950
H 1.77595 -2.09245 1.25366
H 6.41488 -1.04998 -0.89731
H 5.38364 -2.33247 -1.57521
H 6.83880 -2.74287 -0.57115
C -0.37205 -0.42336 -2.31411
N 0.36804 0.74052 -2.70374
C 0.96334 1.45446 -1.69955
C 1.67803 2.60254 -1.99479
C 1.75476 3.01021 -3.32246
C 1.27191 2.19184 -4.34364
C 0.59116 1.04824 -4.01814
C 2.49337 4.29680 -3.75098
C 3.02250 4.41039 -5.02749
C 3.52754 5.60280 -5.42602
N 3.45157 6.71219 -4.65461
C 2.89575 6.62302 -3.48571
C 2.48877 5.42500 -2.96196
C 3.88700 8.00328 -5.30982
H -1.08561 -0.69726 -3.07412
H -0.90074 -0.11688 -1.45088
H 0.34452 -1.23553 -2.17161
H 0.77617 1.13058 -0.71856
H 1.88567 3.28716 -1.19167
H 1.38174 2.38146 -5.38021
H 0.18750 0.37374 -4.73186
H 3.05381 3.58000 -5.74656
H 3.84476 5.70518 -6.43317
H 2.73994 7.57369 -2.96713
H 2.20605 5.34896 -1.93680
H 4.92069 7.93193 -5.69416
H 3.65253 8.74776 -4.54430
H 3.22707 8.08431 -6.19941
C -5.60475 -5.24165 -3.21958
N -5.67261 -4.32179 -2.08054
C -4.61508 -3.62455 -1.63480
C -4.61172 -2.95952 -0.44041
C -5.70093 -3.17959 0.38560
C -6.79111 -3.83287 -0.09367
C -6.76022 -4.45086 -1.28049
C -5.62291 -2.59077 1.74546
C -5.32408 -3.36728 2.86298
C -5.17443 -2.69912 4.00553
N -5.36501 -1.38736 4.07431
C -5.88448 -0.67431 3.03486
C -5.92115 -1.26872 1.81984
C -5.09541 -0.71186 5.35141
H -5.49755 -6.19332 -2.69430
H -4.69407 -4.93851 -3.65950
H -6.49583 -5.17023 -3.83421
H -3.70909 -3.54237 -2.24305
H -3.87725 -2.20632 -0.15264
H -7.59497 -3.95865 0.58148
H -7.51500 -5.09655 -1.60275
H -5.02848 -4.46072 2.76727
H -4.97089 -3.21038 4.94936
H -6.19533 0.35379 3.18765
H -6.28580 -0.75354 0.90548
H -6.04174 -0.10865 5.50660
H -4.15711 -0.17370 5.36530
H -5.08922 -1.38987 6.21021
B 6.16763 1.21106 3.13975
F 7.00016 0.02318 3.45607
F 5.01790 1.16405 3.98510
F 6.96930 2.32986 3.34665
F 5.63932 1.07407 1.87428
B 4.84941 5.99680 -8.92658
F 4.35261 7.26877 -8.51716
F 4.27195 4.88385 -8.17434
F 4.51557 5.68091 -10.23676
F 6.21230 6.07561 -8.74408
B 3.04982 -1.47191 -3.46577
F 3.77223 -0.33607 -3.02915
F 2.15162 -1.38102 -4.53054
F 4.00574 -2.48169 -3.78755
F 2.29398 -1.90381 -2.31118
B -2.20103 -1.92034 7.36355
F -2.61554 -0.76391 7.96369
F -0.98506 -1.70951 6.67812
F -1.99439 -2.96368 8.29945
F -3.06171 -2.34320 6.36055
B -0.04438 7.95199 -3.79240
F -1.36614 8.28065 -4.02291
F 0.73079 9.02995 -3.39316
F -0.06311 6.94526 -2.81422
F 0.69101 7.35981 -4.85640
P -2.02395 -0.49980 1.77888
F -3.05907 -1.73533 1.42944
F -1.80039 -1.12741 3.24547
F -0.88134 -1.51288 1.10666
F -0.94966 0.63647 2.07427
F -2.22508 0.15952 0.22061
F -3.21954 0.43010 2.28148
P -4.40003 -7.26235 0.36712
F -4.32210 -8.31597 -0.84641
F -2.87891 -7.46640 0.67942
F -4.11178 -6.05423 -0.73807
F -4.58584 -6.03080 1.46011
F -6.06714 -6.99121 0.13680
F -4.75563 -8.41332 1.40514
*
```

- HOMO level (eV) = -8.973
- max |F| (eV/A) = 3.2

These are the Löwdin partial charges, in e, on atoms 1 to 99: number 1, C, carries 0.027; number 2, N, carries -0.079; number 3, C, carries 0.019; number 4, C, carries 0.072; number 5, C, carries -0.110; number 6, C, carries 0.037; number 7, C, carries 0.005; number 8, C, carries -0.126; number 9, C, carries 0.026; number 10, C, carries -0.005; number 11, N, carries -0.037; number 12, C, carries 0.038; number 13, C, carries 0.044; number 14, C, carries 0.068; number 15, H, carries 0.114; number 16, H, carries 0.078; number 17, H, carries 0.112; number 18, H, carries 0.167; number 19, H, carries 0.127; number 20, H, carries 0.143; number 21, H, carries 0.149; number 22, H, carries 0.129; number 23, H, carries 0.143; number 24, H, carries 0.119; number 25, H, carries 0.147; number 26, H, carries 0.095; number 27, H, carries 0.081; number 28, H, carries 0.117; number 29, C, carries 0.014; number 30, N, carries -0.058; number 31, C, carries 0.047; number 32, C, carries 0.058; number 33, C, carries -0.068; number 34, C, carries 0.050; number 35, C, carries 0.031; number 36, C, carries -0.094; number 37, C, carries 0.043; number 38, C, carries 0.025; number 39, N, carries -0.051; number 40, C, carries -0.034; number 41, C, carries 0.035; number 42, C, carries 0.073; number 43, H, carries 0.107; number 44, H, carries 0.059; number 45, H, carries 0.101; number 46, H, carries 0.130; number 47, H, carries 0.126; number 48, H, carries 0.121; number 49, H, carries 0.138; number 50, H, carries 0.141; number 51, H, carries 0.109; number 52, H, carries 0.154; number 53, H, carries 0.121; number 54, H, carries 0.117; number 55, H, carries 0.100; number 56, H, carries 0.118; number 57, C, carries 0.046; number 58, N, carries -0.081; number 59, C, carries -0.001; number 60, C, carries 0.062; number 61, C, carries -0.140; number 62, C, carries 0.030; number 63, C, carries -0.003; number 64, C, carries -0.155; number 65, C, carries 0.067; number 66, C, carries -0.007; number 67, N, carries -0.052; number 68, C, carries 0.008; number 69, C, carries 0.008; number 70, C, carries 0.020; number 71, H, carries 0.107; number 72, H, carries 0.088; number 73, H, carries 0.110; number 74, H, carries 0.158; number 75, H, carries 0.122; number 76, H, carries 0.136; number 77, H, carries 0.136; number 78, H, carries 0.155; number 79, H, carries 0.159; number 80, H, carries 0.152; number 81, H, carries 0.163; number 82, H, carries 0.122; number 83, H, carries 0.109; number 84, H, carries 0.099; number 85, B, carries -1.183; number 86, F, carries 0.001; number 87, F, carries 0.069; number 88, F, carries 0.126; number 89, F, carries 0.131; number 90, B, carries -1.224; number 91, F, carries 0.064; number 92, F, carries 0.015; number 93, F, carries 0.106; number 94, F, carries 0.117; number 95, B, carries -1.197; number 96, F, carries 0.089; number 97, F, carries 0.119; number 98, F, carries 0.071; number 99, F, carries 0.026

---

ORCA calculation (the ωB97M-V functional and the def2-TZVPD basis) on a single CH3NOSi molecule in a non-equilibrium geometry.

The geometry in ORCA input format:
```
! wB97M-V def2-TZVPD RIJCOSX def2/J DEFGRID3
* xyz 0 1
N 0.25988 2.99738 0.18074
C 0.03327 1.69778 0.31708
O -0.22702 0.48808 0.64844
Si -0.08767 -0.93264 -0.15889
H -0.45155 -0.66469 -1.46054
H 1.15815 -1.73202 -0.34495
H -0.68507 -1.85390 0.81811
*
```

- energy above the lowest of the compared OMol25 structures with the same formula, charge and spin (kcal per mole) = 62.96
- SMILES = N#CO[SiH3]
- HOMO level (eV) = -10.579
- max |F| (eV/A) = 12.1

The computed Löwdin charges, all in e, follow: number 1, N, carries 0.096; number 2, C, carries -0.346; number 3, O, carries -0.210; number 4, Si, carries 0.644; number 5, H, carries -0.069; number 6, H, carries -0.068; number 7, H, carries -0.046

---

So what do the calculations give for electronic energy? Going down the list: -303.42276 -4313.17957 -580.56649 -5729.84073 -459.30851 Ha.